Below is C18H24I2LaN2O3S2Sm as an isolated structure in a non-equilibrium geometry, with properties calculated with the ωB97M-V functional and the def2-TZVPD basis.

ORCA input file:
```
! wB97M-V def2-TZVPD RIJCOSX def2/J DEFGRID3
* xyz 4 6
I -0.476 -2.719 -4.255
I 1.220 -3.739 -6.165
Sm 0.502 -0.147 -2.753
La 0.950 -0.715 1.080
S 2.262 -1.525 -1.322
S -1.011 0.015 -0.542
C 1.343 1.667 0.802
C 4.098 -1.536 -1.904
C -2.963 -0.218 -0.962
C 4.118 -1.274 -3.408
C 4.870 -0.491 -1.107
C 4.600 -2.940 -1.579
C -3.088 -0.333 -2.475
C -3.659 1.033 -0.456
C -3.391 -1.469 -0.206
C 1.941 1.886 -2.254
C -0.399 2.231 -2.986
O 1.341 2.820 0.692
O 2.441 2.893 -1.963
O -0.789 3.317 -2.895
H 3.782 -0.255 -3.655
H 3.467 -1.980 -3.945
H 5.146 -1.389 -3.788
H 4.494 0.525 -1.269
H 5.931 -0.515 -1.399
H 4.811 -0.698 -0.030
H 4.536 -3.138 -0.503
H 5.645 -3.052 -1.899
H 3.998 -3.698 -2.091
H -4.154 -0.438 -2.731
H -2.549 -1.209 -2.889
H -2.737 0.593 -2.965
H -4.736 0.954 -0.655
H -3.281 1.920 -0.974
H -3.516 1.179 0.620
H -4.450 -1.690 -0.412
H -3.270 -1.344 0.880
H -2.805 -2.352 -0.497
N -0.729 -0.451 4.917
C -0.063 -0.779 3.806
N -0.234 0.190 2.870
C -1.053 1.186 3.431
C -1.700 2.256 2.815
C -2.674 2.920 3.572
C -2.965 2.531 4.891
C -2.309 1.441 5.489
C -1.358 0.788 4.725
H -0.801 -0.997 5.778
H 0.546 -1.689 3.690
H -1.421 2.501 1.789
H -3.219 3.753 3.134
H -3.716 3.095 5.454
H -2.527 1.089 6.498
*
```

HOMO-LUMO gap (alpha / beta), eV: 5.24 / 5.60
E, Ha: -3115.427193
<S²>: 8.766